Model a:
Computed, not measured: a molecular structure, C2H5NS2, with ωB97M-V with the def2-TZVPD basis set.

Summary:
HOMO-LUMO gap = 0.2922 hartree
HOMO = -7.704 eV
multiplicity = 1
E_LUMO = 0.2 eV
molecular weight = 107.20 u

Last column: Löwdin charge in e.
Atoms and positions in Å:
C: 0.67715 -1.05606 0.49899  -0.649
C: -1.25968 0.75677 -0.48525  0.003
N: 0.20239 0.30934 0.74789  -0.493
S: 2.02370 -0.69206 -0.65043  0.465
S: 1.63296 1.15914 0.15000  0.463
H: 1.06349 -1.28744 1.38783  0.015
H: -0.03984 -1.74914 0.20624  0.057
H: -1.21251 -0.04751 -1.28807  0.056
H: -2.12047 0.79767 0.23647  0.044
H: -0.96718 1.80930 -0.80366  0.039



Model b:
Computed, not measured: 2 unconnected molecules or ions with the total composition C2H5NS2, with ωB97M-V with the def2-TZVPD basis set.

Summary:
HOMO-LUMO gap (spin up / spin down) = 0.2201 / 0.3071 hartree
HOMO (spin up / spin down) = -7.401 / -8.446 eV
multiplicity = 1
E_LUMO (spin up / spin down) = -1.4 / -0.1 eV
molecular weight = 107.20 u

Last column: Löwdin charge in e.
Atoms and positions in Å:
C: -0.46826 -0.00151 0.56226  0.023
C: 1.89885 0.10979 0.18461  -0.165
N: 0.72062 -0.21106 0.75858  -0.081
S: -2.54830 1.89602 -0.71745  -0.027
S: -4.09813 0.97428 0.23272  0.128
H: -1.39849 -0.15505 1.10498  0.013
H: 2.52230 -0.77349 0.15045  0.086
H: 1.83286 0.76816 -0.74732  0.120
H: 2.46579 0.69909 0.90101  0.087
H: -3.99748 1.63988 1.44223  -0.183



The data favor model b; the next most stable structure lies 0.064 eV above it.